Molecular formula: C4H6N4O2
Method: DFT, wB97M-V/def2-TZVPD

Geometry as XYZ:
```
16
C4H6N4O2 wB97M-V/def2-TZVPD
N 1.980 -2.063 -0.332
C 1.259 -1.433 0.606
N 0.977 -0.212 0.729
C 1.267 0.896 0.069
C 0.287 1.694 -0.436
C -1.009 1.343 -0.257
N -1.499 0.185 -0.253
N -2.823 0.020 0.164
O -3.347 0.871 0.905
O -3.362 -1.021 -0.110
H 2.177 -3.056 -0.623
H 2.113 -1.373 -1.110
H 0.822 -2.039 1.410
H 2.274 1.301 0.242
H 0.606 2.694 -0.792
H -1.722 2.192 -0.210
```

The strongest force on any atom comes out at 4.99 eV/A. The SMILES is N\C=N/C=C\C=N\[N+](=O)[O-]. Its net charge is 0. As for the energy relative to the best compared isomer or geometry (same formula, charge and spin): 167.6 kcal/mol.